Entry from OMol25: a structure of composition C27H39ClN4O6PPdS2Te (wB97M-V/def2-TZVPD).

Frontier orbital gap (alpha / beta) (eV): 6.762 / 6.280
Net charge: -1
Max |F| (hartree/bohr): 0.0131
Lowest unoccupied orbital energy (alpha / beta) (eV): 2.3 / 1.5
Multiplicity: 3
Energy relative to the best compared isomer or geometry (same formula, charge and spin) (kJ/mol): 103.56

Each line ends with the Mulliken spin population.
Element x y z (Å)
Pd (0.0419, -1.7558, 0.1246)  0.800
N (-1.0475, -3.4992, -5.0594)  0.000
C (-1.4545, -3.1956, -3.7543)  0.006
C (-2.1665, -2.0252, -3.4930)  -0.001
C (-2.6333, -1.7643, -2.2198)  -0.003
C (-2.3577, -2.6478, -1.1838)  -0.002
C (-1.6544, -3.8181, -1.4364)  0.009
C (-1.2087, -4.0926, -2.7173)  -0.003
S (-3.0388, -2.3482, 0.4277)  0.001
O (-4.2536, -1.6084, 0.1876)  0.003
O (-3.1214, -3.6386, 1.0756)  0.001
N (-1.9298, -1.3920, 1.1573)  0.053
C (-1.4741, -1.8314, 2.3855)  -0.012
N (-0.1261, -1.9041, 2.4604)  0.047
C (0.4008, -2.3782, 3.5794)  0.006
C (-0.3801, -2.7537, 4.6552)  0.003
C (-1.7501, -2.5916, 4.4967)  0.003
N (-2.3070, -2.1261, 3.3906)  0.001
H (-0.9545, -2.6989, -5.6625)  0.000
H (-0.2577, -4.1206, -5.1191)  0.000
H (-2.3481, -1.3051, -4.2824)  0.000
H (-3.2064, -0.8676, -2.0380)  0.001
H (-1.4843, -4.5195, -0.6317)  0.001
H (-0.6482, -5.0007, -2.9094)  0.000
H (1.4842, -2.4493, 3.6047)  0.002
H (0.0509, -3.1418, 5.5663)  0.000
H (-2.4331, -2.8482, 5.3020)  0.000
C (4.6401, -0.4488, 0.8781)  -0.001
C (4.3836, -0.4442, -0.6112)  -0.003
O (2.9936, -0.1889, -0.8608)  -0.006
P (2.0748, -1.2576, -1.6301)  0.001
O (0.7515, -0.6337, -1.9450)  0.025
Te (2.1226, -3.3658, -0.4869)  0.078
O (2.9510, -1.4031, -2.9853)  0.000
C (2.3577, -2.1380, -4.0680)  0.001
C (1.6601, -1.1973, -5.0263)  0.001
H (5.6859, -0.6965, 1.0759)  0.000
H (4.0096, -1.1961, 1.3617)  0.000
H (4.4329, 0.5334, 1.3072)  -0.001
H (4.6815, -1.3896, -1.0672)  0.003
H (4.9392, 0.3571, -1.1036)  0.000
H (1.6605, -2.8839, -3.6715)  0.000
H (3.1767, -2.6710, -4.5541)  -0.001
H (0.8502, -0.6772, -4.5140)  0.001
H (1.2498, -1.7566, -5.8705)  0.000
H (2.3612, -0.4565, -5.4149)  0.000
Cl (-1.4903, 2.1616, 3.4743)  0.012
C (0.1539, 1.9870, 4.0138)  0.172
C (0.5051, 2.5309, 5.2312)  -0.105
C (1.7997, 2.3752, 5.7146)  0.214
C (2.7315, 1.6510, 4.9711)  -0.106
C (2.3815, 1.1223, 3.7491)  0.171
C (1.0850, 1.2940, 3.1993)  0.117
C (0.7851, 0.8154, 1.9164)  0.183
H (-0.2402, 3.0703, 5.8004)  -0.002
H (2.0726, 2.8105, 6.6669)  0.021
H (3.7330, 1.5005, 5.3541)  -0.006
H (3.0987, 0.5494, 3.1739)  0.041
H (1.5691, 0.3587, 1.3284)  0.093
H (-0.2019, 0.9048, 1.4903)  0.191
C (0.3793, 4.2772, -0.0160)  -0.007
C (0.7612, 2.9927, -0.7445)  -0.031
C (-0.2156, 2.5853, -1.8453)  0.000
S (-1.4799, 1.3714, -1.4354)  -0.001
O (-2.2596, 1.2775, -2.7229)  0.000
C (-2.5181, 2.2914, -0.2952)  -0.010
C (-3.1988, 3.5217, -0.8695)  0.000
C (-4.2768, 4.0395, 0.0769)  0.000
H (1.1328, 4.5444, 0.7275)  -0.002
H (-0.5713, 4.1813, 0.5118)  0.004
H (0.2875, 5.1130, -0.7144)  0.000
H (0.8629, 2.1805, -0.0239)  0.020
H (1.7512, 3.1056, -1.1906)  0.003
H (0.3042, 2.0552, -2.6447)  -0.001
H (-0.7455, 3.4326, -2.2886)  0.001
H (-1.9051, 2.5172, 0.5816)  0.010
H (-3.2561, 1.5417, 0.0080)  0.000
H (-3.6294, 3.2562, -1.8369)  0.000
H (-2.4637, 4.3106, -1.0506)  0.000
H (-5.0463, 3.2821, 0.2376)  0.000
H (-4.7625, 4.9323, -0.3220)  0.000
H (-3.8580, 4.2959, 1.0533)  0.000

Forces on the atoms, in the same order (eV/Å):
0.2 -0.1 0.6
-0.1 -0.1 0.0
0.0 0.0 0.0
0.0 0.0 0.0
0.1 0.0 0.0
-0.2 0.0 0.0
0.0 0.0 0.0
0.0 0.0 0.1
-0.1 0.3 0.1
0.0 0.0 0.1
-0.1 0.0 0.0
0.1 -0.5 0.1
-0.3 0.3 -0.5
-0.2 -0.3 -0.1
0.2 0.2 0.0
0.0 0.0 0.0
0.0 0.0 0.0
0.0 0.0 0.1
0.1 0.0 0.0
0.1 0.0 0.0
0.0 0.0 0.0
0.0 0.0 0.0
0.0 0.0 0.0
0.0 0.0 0.0
0.0 0.0 0.0
0.0 0.0 0.0
0.0 0.0 0.0
0.1 0.0 0.0
-0.1 0.0 0.0
0.0 0.1 0.0
0.2 0.1 -0.4
0.1 -0.3 0.2
0.1 0.2 -0.1
0.0 0.0 -0.2
0.1 0.0 0.1
0.0 0.1 0.0
0.0 0.0 0.0
0.0 0.0 0.0
0.0 0.0 0.0
0.0 0.0 0.0
0.0 0.0 0.0
0.0 0.0 0.0
0.0 0.0 0.0
0.0 0.0 0.0
0.0 0.0 0.0
0.0 0.0 0.0
0.1 0.0 0.0
-0.1 0.0 0.0
0.0 0.0 0.0
0.0 0.0 0.0
0.0 0.0 0.0
0.1 0.0 0.1
-0.1 0.0 -0.2
0.2 0.2 0.3
0.0 0.0 0.0
0.0 0.0 0.0
0.0 0.0 0.0
0.0 0.0 0.0
-0.1 -0.1 -0.1
0.0 -0.1 0.0
0.0 0.0 0.0
-0.1 0.0 0.0
0.1 0.1 -0.1
-0.2 -0.3 -0.5
0.1 0.1 0.4
-0.1 0.1 0.1
0.0 0.0 0.0
0.0 0.0 0.0
0.0 0.0 0.0
0.0 0.0 0.0
0.0 0.0 0.0
0.0 0.0 -0.1
0.0 0.0 0.0
0.0 0.0 0.0
0.1 0.0 0.0
0.0 0.0 0.0
0.0 0.0 0.1
0.0 0.0 0.0
0.0 0.0 0.0
0.0 0.0 0.0
0.0 0.0 0.0
0.0 0.0 0.0

***

Entry from OMol25: a cluster of 2 separate species, C5H9N2O2 in total in a non-equilibrium geometry (wB97M-V/def2-TZVPD).

Frontier orbital gap (alpha / beta) (eV): 7.756 / 7.670
Net charge: +1
Max |F| (hartree/bohr): 0.1372
Lowest unoccupied orbital energy (alpha / beta) (eV): -6.5 / -6.6
Energy relative to the best compared isomer or geometry (same formula, charge and spin) (kJ/mol): 951.67

Each line ends with the Mulliken charge.
Element x y z (Å)
C (-1.7110, 0.7827, 0.6555)  -0.542
C (-0.9950, 0.2331, -0.4906)  -0.402
C (-0.7207, 0.0707, 1.6032)  -0.739
C (-0.1052, -0.6687, 0.4508)  0.186
C (1.4122, -0.7705, 0.1957)  -0.673
N (1.1591, 1.1765, -2.0070)  0.301
N (1.9240, -0.6387, -1.0187)  0.335
O (0.8983, 0.9227, -3.0559)  0.060
O (2.6593, -1.2459, -1.7338)  -0.318
H (-1.5506, 1.8958, 0.7667)  0.236
H (-2.7113, 0.4309, 0.7852)  0.274
H (-1.6371, -0.1621, -1.1516)  0.470
H (-0.3679, 0.9527, -1.0817)  0.092
H (-0.1351, 0.8957, 1.9584)  0.207
H (-1.1364, -0.4694, 2.4236)  0.388
H (-0.4038, -1.7550, 0.4019)  0.339
H (1.6624, -1.7556, 0.6102)  0.449
H (1.7590, 0.1053, 0.6884)  0.338

Forces on the atoms, in the same order (eV/Å):
0.5 2.2 2.2
3.5 0.6 0.0
-0.1 1.3 0.6
-1.5 -1.9 -2.8
-0.9 -2.7 4.0
0.1 -0.8 -1.8
0.5 2.5 -6.6
0.9 0.3 1.6
-1.1 -0.1 2.1
-1.1 -1.2 -0.1
-0.7 0.3 -0.2
-1.8 -2.1 -2.7
-0.9 -0.2 1.0
0.9 -0.1 0.6
0.0 -0.5 0.5
-0.2 1.2 0.1
0.8 0.5 0.5
1.1 0.7 0.9

***

Entry from OMol25: a structure of composition C17H20N5PPdSe2 in a non-equilibrium geometry (wB97M-V/def2-TZVPD).

Frontier orbital gap (alpha / beta) (eV): 7.708 / 6.929
Max |F| (hartree/bohr): 0.0935
Lowest unoccupied orbital energy (alpha / beta) (eV): 0.0 / -1.4
Multiplicity: 3
Energy relative to the best compared isomer or geometry (same formula, charge and spin) (kJ/mol): 38.44

Each line ends with the Mulliken spin population.
Element x y z (Å)
Pd (11.1523, 11.6545, 9.8773)  1.243
N (13.4349, 12.0964, 9.2493)  0.077
C (14.0378, 13.2741, 9.9133)  -0.009
C (13.9412, 13.2490, 11.4205)  0.003
C (12.6284, 13.5578, 12.0211)  -0.013
N (11.6284, 12.4589, 11.9418)  0.181
H (13.7481, 11.2503, 9.6640)  -0.006
H (13.6795, 11.9895, 8.2622)  -0.001
H (13.4905, 14.0792, 9.5975)  0.002
H (15.0832, 13.3777, 9.6712)  0.004
H (14.6148, 14.0364, 11.7757)  0.000
H (14.4539, 12.3304, 11.8002)  0.000
H (12.1849, 14.3917, 11.4719)  0.000
H (12.6979, 13.9063, 13.0779)  0.010
H (10.7666, 12.7901, 12.3606)  -0.016
H (12.0616, 11.7264, 12.4328)  -0.009
Se (8.5582, 11.7055, 10.0118)  0.225
P (8.5879, 13.8027, 9.3639)  0.009
Se (10.6229, 14.1754, 8.7890)  0.195
C (8.0403, 14.9443, 10.7244)  -0.006
C (6.7388, 14.6873, 11.2651)  0.007
C (6.3263, 15.4111, 12.3506)  0.001
C (7.2350, 16.2798, 13.0708)  0.001
C (8.4849, 16.5461, 12.4929)  0.003
C (8.8257, 15.8992, 11.3089)  -0.004
C (7.5280, 14.0322, 7.9495)  0.000
C (6.9505, 15.3446, 7.7633)  0.008
C (6.4515, 15.6960, 6.5684)  0.000
C (6.4546, 14.7888, 5.5056)  0.005
C (6.9814, 13.5056, 5.6574)  -0.001
C (7.4589, 13.0737, 6.9130)  0.000
H (6.1753, 13.9412, 10.8306)  -0.004
H (5.3155, 15.1463, 12.6386)  0.000
H (6.9076, 16.7169, 14.0405)  0.000
H (9.1668, 17.2739, 12.9561)  0.000
H (9.8561, 16.0858, 10.8643)  0.000
H (7.0923, 16.0650, 8.5382)  -0.001
H (6.0798, 16.7089, 6.3358)  0.000
H (6.0677, 15.1023, 4.5084)  0.000
H (7.0358, 12.7398, 4.9117)  0.000
H (7.7973, 12.0222, 7.2033)  0.001
N (11.6062, 9.7109, 10.9380)  0.052
C (12.4110, 8.8738, 10.6961)  0.021
N (13.2298, 7.9592, 10.3349)  0.018
C (14.4938, 7.9249, 10.7461)  -0.002
N (15.5907, 7.7836, 10.9362)  0.008

Forces on the atoms, in the same order (eV/Å):
0.1 0.9 0.4
-0.5 -0.1 -0.1
0.5 -2.2 0.4
1.9 -0.7 0.4
-1.8 0.7 0.6
0.5 1.7 -1.2
0.6 -0.9 0.6
-0.2 0.5 0.3
-1.1 2.3 -1.1
0.4 0.1 -0.4
0.0 0.1 -0.1
-0.7 0.3 0.0
0.1 0.1 0.0
0.3 -0.4 -0.6
-0.1 -0.5 0.1
-0.2 -1.7 0.9
0.0 0.1 0.2
0.2 -0.3 0.9
0.4 -0.2 0.1
-1.5 -1.2 -0.2
3.0 1.9 0.0
0.6 0.1 1.0
-1.0 -0.5 -0.8
-1.1 0.2 0.8
2.6 0.3 -0.7
-1.2 1.2 -1.0
2.0 -2.0 1.2
-1.1 0.8 -2.2
0.1 -0.5 -1.1
0.0 -0.5 1.5
0.3 0.3 1.3
-1.5 -1.4 -0.8
0.1 0.5 0.7
0.4 -0.2 -1.0
-0.3 -0.5 -0.2
-1.4 -0.2 0.5
-0.2 0.4 0.5
0.2 -0.6 0.5
0.4 -0.3 0.9
-0.3 0.1 -0.8
-0.3 1.5 -1.0
0.5 -0.5 -0.4
0.0 0.6 -0.2
-0.4 0.2 0.4
-4.6 0.4 -1.3
4.6 -0.4 1.1

***

Entry from OMol25: a structure of composition C19H35NO2P2Pd in a non-equilibrium geometry (wB97M-V/def2-TZVPD).

Frontier orbital gap (alpha / beta) (eV): 5.068 / 5.347
Net charge: +2
Max |F| (hartree/bohr): 0.0715
Lowest unoccupied orbital energy (alpha / beta) (eV): -5.9 / -9.4
Multiplicity: 5
Energy relative to the best compared isomer or geometry (same formula, charge and spin) (kJ/mol): 0.00

Each line ends with the Mulliken spin population.
Element x y z (Å)
P (2.4126, -0.3641, 1.3100)  1.062
P (-2.2261, -1.3064, -0.6593)  0.139
C (0.3443, 0.6588, 0.2927)  0.718
C (-0.9787, -0.0089, 0.1807)  -0.241
H (0.7517, 1.2073, -0.5915)  -0.093
H (0.5040, 1.2295, 1.2238)  -0.026
H (-1.4375, 0.0336, 1.1773)  0.044
H (-1.5687, 0.6423, -0.4967)  -0.003
C (-2.1099, -1.1368, -2.4330)  0.002
H (-2.7165, -1.8800, -2.9628)  -0.001
H (-1.0578, -1.2966, -2.6943)  0.016
H (-2.4053, -0.1570, -2.8472)  0.009
C (-3.8230, -0.8105, 0.0196)  0.015
H (-3.9607, 0.2844, -0.0269)  0.000
H (-3.9639, -1.1032, 1.0731)  0.001
H (-4.6585, -1.2240, -0.5619)  0.005
C (3.8845, -0.1794, 0.2958)  -0.015
H (4.4954, -1.0493, 0.5225)  0.040
H (4.5076, 0.7119, 0.3701)  0.017
H (3.5166, -0.2830, -0.7280)  0.011
C (2.3702, 0.3444, 2.9675)  0.039
H (1.3217, 0.4735, 3.2352)  0.002
H (2.8896, 1.2995, 3.1230)  0.013
H (2.8031, -0.3918, 3.6476)  0.035
Pd (0.9880, -1.0698, -0.4133)  0.744
C (-0.8911, 2.6700, -0.4163)  0.204
C (-0.5484, 2.2701, -1.6921)  0.444
C (0.3751, 3.0666, -2.5371)  0.002
C (1.6931, 3.5058, -1.7812)  0.042
C (2.0723, 2.6451, -0.6176)  0.082
C (1.7657, 2.9837, 0.6832)  0.133
C (0.7423, 4.0562, 1.0345)  0.024
C (-0.5484, 4.0126, 0.1712)  0.039
C (1.8306, -2.5393, 1.3668)  0.631
H (-1.6399, 2.1748, 0.2147)  -0.010
H (-1.1073, 1.5273, -2.2582)  0.017
H (-0.1932, 3.9590, -2.8756)  0.038
H (0.6078, 2.5054, -3.4643)  -0.013
H (2.5290, 3.4925, -2.5058)  0.006
H (1.5496, 4.5390, -1.4090)  -0.001
H (2.7327, 1.7978, -0.8220)  -0.067
H (2.3461, 2.6163, 1.5345)  -0.030
H (1.2360, 5.0373, 0.8905)  0.010
H (0.4894, 4.0056, 2.1178)  -0.005
H (-1.4265, 4.3202, 0.7794)  0.003
H (-0.4627, 4.7162, -0.6723)  0.003
H (0.8761, -2.7278, 1.9175)  -0.045
H (2.6670, -2.3554, 2.0660)  -0.007
H (2.1516, -3.3902, 0.7266)  0.003
O (-2.0856, -2.7104, 2.1142)  0.000
C (-1.9827, -3.4224, 1.1242)  0.019
C (-2.0741, -4.9458, 1.0209)  0.004
C (-1.4677, -5.2980, -0.3043)  0.005
C (-1.1884, -3.9833, -0.9885)  -0.003
O (-0.5918, -3.7852, -2.0289)  0.001
N (-1.7511, -2.9510, -0.1833)  -0.066
H (-1.6354, -5.4829, 1.8681)  0.001
H (-3.1530, -5.1663, 1.0127)  0.000
H (-0.6001, -5.9392, -0.2001)  0.001
H (-2.1996, -5.8288, -0.9100)  0.000

Forces on the atoms, in the same order (eV/Å):
1.4 1.8 0.3
2.9 -0.9 1.8
-1.6 0.5 0.3
-3.6 0.4 -0.6
-0.2 -0.1 0.2
0.0 -0.8 -0.4
-0.2 -0.2 -0.2
-0.2 0.2 0.5
0.0 -0.1 -0.7
0.1 0.0 0.2
-0.1 -0.2 0.0
-0.1 -0.3 0.7
-0.7 -0.1 0.2
0.4 -0.4 -0.1
0.4 -0.1 -0.4
0.3 -0.1 0.0
0.5 -0.2 0.2
0.4 -0.1 -0.3
-0.2 0.1 0.2
0.3 0.0 -0.1
0.4 0.5 0.3
-0.1 0.0 0.1
0.0 -0.2 -0.1
-0.1 0.1 0.2
1.1 -2.0 0.3
-1.0 1.2 1.1
-0.6 1.0 -1.3
0.4 -0.3 -0.3
-0.5 0.4 -0.2
0.7 0.9 1.8
0.8 0.9 -1.4
0.8 -0.2 0.5
-0.4 0.1 -0.7
-0.7 -2.4 -0.6
0.3 0.1 -0.8
0.1 -0.2 0.6
0.4 -0.2 0.2
-0.1 0.3 0.6
-0.5 0.1 0.3
0.3 -0.5 -0.4
0.0 0.5 0.2
-0.4 -0.4 -0.5
-0.4 -0.3 0.0
0.2 -0.1 -0.8
0.6 -0.1 -0.3
0.0 -0.1 0.4
0.8 0.2 -0.4
-0.5 -0.3 -0.2
-0.4 0.3 0.3
0.0 -0.8 -2.0
-0.2 0.0 2.1
-0.5 0.4 0.9
-0.1 -0.1 -0.3
0.9 -0.1 -1.7
-0.9 0.1 1.4
-1.1 1.6 -0.9
-0.1 0.4 -0.1
0.2 0.1 0.2
0.3 0.1 -0.3
0.2 -0.1 -0.3